1.
The following is a DFT calculation (ωB97M-V/def2-TZVPD) of a molecular structure, C20H24NO13P2V at a distorted geometry.

Atoms and positions in Å:
V -1.38 -0.29 0.29
O -1.03 6.79 0.18
C -0.32 6.08 0.90
O 0.58 6.42 1.68
C -0.63 4.54 0.87
C -0.13 3.70 1.85
C -0.41 2.34 1.81
N -1.15 1.81 0.85
C -1.64 2.59 -0.11
C -1.42 3.97 -0.14
C -2.39 1.86 -1.22
O -3.17 2.48 -1.94
O -2.13 0.60 -1.30
H 0.50 4.12 2.62
H -0.05 1.63 2.55
H -1.85 4.59 -0.91
O -0.88 -4.59 0.06
P -1.93 -3.42 0.30
O -3.30 -3.89 0.15
O -1.40 -2.18 -0.44
O -1.63 -3.06 1.85
P -0.24 -2.40 2.30
O -0.22 -2.72 3.86
O -0.48 -0.92 2.11
O 0.90 -3.09 1.64
H 0.01 -4.27 0.33
H -0.93 -2.25 4.33
C 5.59 -1.38 -4.15
C 4.54 -1.12 -3.12
C 3.21 -1.00 -3.48
C 2.20 -0.74 -2.56
C 0.80 -0.68 -3.08
C 2.57 -0.57 -1.20
C 1.63 -0.29 -0.12
O 0.48 -0.20 -0.33
C 3.92 -0.71 -0.83
C 4.34 -0.59 0.61
C 4.88 -0.97 -1.78
H 5.15 -1.72 -5.08
H 6.30 -2.14 -3.81
H 6.16 -0.48 -4.37
H 2.93 -1.13 -4.52
H 0.82 -0.85 -4.16
H 0.33 0.28 -2.88
H 0.16 -1.42 -2.61
H 1.95 -0.16 0.94
H 4.13 0.40 1.02
H 5.41 -0.77 0.70
H 3.82 -1.31 1.24
H 5.91 -1.07 -1.47
C -5.33 -0.17 0.81
C -4.22 -0.62 1.76
C -4.20 0.18 3.06
O -3.02 -0.49 1.13
H -6.32 -0.27 1.27
H -5.31 -0.78 -0.09
H -5.19 0.87 0.53
H -4.35 -1.71 1.99
H -4.18 1.25 2.86
H -3.31 -0.06 3.64
H -5.08 -0.04 3.67

HOMO energy (spin up / spin down)	-2.765 / -3.327	eV
largest force on an atom	3.79	eV/A
total charge	-2
frontier orbital gap (spin up / spin down)	6.44 / 6.94	eV
E_tot	-93517.3319	eV
relative energy (zero: lowest compared OMol25 entry of this formula, charge and spin)	0.772	eV
spin multiplicity	3
<S²>	2.01

Atom charges from the Löwdin analysis, given in e for atoms 1 to 8: number 1, V, carries 1.00; number 2, O, carries -0.05; number 3, C, carries -0.71; number 4, O, carries -0.07; number 5, C, carries -0.09; number 6, C, carries -0.01; number 7, C, carries -0.11; number 8, N, carries 0.04

***

2.
The following is a DFT calculation (ωB97M-V/def2-TZVPD) of C4H7N3O in the gas phase at a distorted geometry.

Atoms and positions in Å:
O 0.30 3.56 -1.59
N -0.52 2.57 -1.10
C 0.20 1.56 -1.01
N -0.20 0.27 -0.45
C 0.84 -0.50 -0.14
N 0.57 -1.67 0.50
C -0.35 -1.76 1.78
C -0.81 -2.16 0.47
H -0.08 4.48 -1.39
H 1.27 1.74 -1.31
H 1.91 -0.04 -0.44
H -0.82 -0.71 2.04
H 0.19 -2.53 2.42
H -0.98 -3.24 0.30
H -1.55 -1.57 -0.06

HOMO energy	-9.021	eV
structure (SMILES)	O/N=C/N=C/N1CC1
largest force on an atom	4.82	eV/A
frontier orbital gap	9.63	eV
E_tot	-10774.3640	eV
relative energy (zero: lowest compared OMol25 entry of this formula, charge and spin)	5.383	eV
spin multiplicity	1

Atom charges from the Löwdin analysis, given in e for atoms 1 to 8: number 1, O, carries -0.12; number 2, N, carries -0.02; number 3, C, carries -0.25; number 4, N, carries 0.07; number 5, C, carries -0.20; number 6, N, carries -0.08; number 7, C, carries -0.07; number 8, C, carries -0.22

***

3.
The following is a DFT calculation (ωB97M-V/def2-TZVPD) of C7H7N3O2 in the gas phase at a distorted geometry.

Atoms and positions in Å:
C 2.10 1.68 0.95
C 0.54 0.57 -0.10
C -0.50 -0.03 -0.97
C 0.60 1.91 -0.53
C -1.16 -1.32 -0.85
C -2.59 -1.33 -1.42
C 1.41 -0.69 1.84
N 1.62 2.56 0.14
N -0.22 2.10 -1.53
N 1.45 0.44 0.89
O -0.58 -2.25 -0.34
O -0.94 0.99 -1.73
H 2.75 1.91 1.79
H -2.72 -0.27 -1.77
H -3.26 -1.38 -0.52
H -2.77 -2.26 -1.98
H 1.21 -0.22 2.87
H 0.59 -1.36 1.38
H 2.49 -1.03 1.88

HOMO energy (spin up / spin down)	-6.401 / -9.973	eV
largest force on an atom	5.12	eV/A
frontier orbital gap (spin up / spin down)	7.00 / 7.22	eV
E_tot	-15931.8419	eV
relative energy (zero: lowest compared OMol25 entry of this formula, charge and spin)	0.000	eV
spin multiplicity	3
<S²>	2.03

Atom charges from the Löwdin analysis, given in e for atoms 1 to 8: number 1, C, carries -0.14; number 2, C, carries -0.08; number 3, C, carries -0.06; number 4, C, carries -0.30; number 5, C, carries -0.44; number 6, C, carries 0.00; number 7, C, carries 0.01; number 8, N, carries 0.15

***

4.
The following is a DFT calculation (ωB97M-V/def2-TZVPD) of 2 unconnected molecules or ions with the total composition C4H7NO at a distorted geometry.

Atoms and positions in Å:
C -2.34 0.15 0.18
C -0.90 -0.12 0.18
C 0.00 0.73 -0.33
O 0.30 1.68 -0.96
H -2.95 -0.73 -0.09
H -2.62 0.95 -0.52
H -2.72 0.47 1.16
H -0.51 -0.94 0.76
C 2.41 0.02 -0.07
N 1.68 -0.99 -0.36
H 2.68 0.93 -0.57
H 3.20 -0.26 0.64
H 1.80 -1.83 0.22

HOMO energy	-8.121	eV
structure (SMILES)	CC=C=O.C=N
largest force on an atom	4.84	eV/A
frontier orbital gap	8.92	eV
E_tot	-7795.9028	eV
relative energy (zero: lowest compared OMol25 entry of this formula, charge and spin)	3.742	eV
spin multiplicity	1

Atom charges from the Löwdin analysis, given in e for atoms 1 to 8: number 1, C, carries -0.12; number 2, C, carries -0.19; number 3, C, carries -0.27; number 4, O, carries 0.12; number 5, H, carries 0.07; number 6, H, carries 0.08; number 7, H, carries 0.07; number 8, H, carries 0.08

***

5.
The following is a DFT calculation (ωB97M-V/def2-TZVPD) of 12 unconnected molecules or ions with the total composition C27H55Cl22O3PS at a distorted geometry.

Atoms and positions in Å:
C 4.36 -3.73 0.14
C 3.56 -2.95 1.20
C 2.02 -3.11 1.08
C 1.34 -3.64 2.36
C 0.86 -2.50 3.30
C -0.63 -2.50 3.66
C -1.60 -1.89 2.64
C -1.61 -2.54 1.23
C -2.34 -1.61 0.24
C -1.44 -0.56 -0.44
C -1.51 0.89 0.07
C -0.13 1.50 0.38
C 0.61 0.73 1.46
C 2.08 1.14 1.74
C 2.70 2.10 0.76
O 2.91 1.54 -0.56
C 3.85 0.63 -0.65
O 4.63 0.28 0.19
O 3.87 0.09 -1.91
P 2.67 -0.87 -2.43
S 0.99 -0.13 -2.96
H 5.29 -4.10 0.58
H 3.80 -4.60 -0.21
H 4.64 -3.10 -0.71
H 3.87 -3.31 2.18
H 3.81 -1.89 1.11
H 1.81 -3.82 0.27
H 1.58 -2.15 0.79
H 0.49 -4.25 2.09
H 2.08 -4.24 2.90
H 1.42 -2.59 4.25
H 1.16 -1.53 2.88
H -0.94 -3.52 3.93
H -0.73 -1.90 4.58
H -2.61 -2.02 3.03
H -1.44 -0.81 2.54
H -0.62 -2.73 0.83
H -2.19 -3.46 1.32
H -2.76 -2.22 -0.56
H -3.18 -1.11 0.74
H -1.76 -0.53 -1.49
H -0.40 -0.93 -0.47
H -1.94 1.50 -0.73
H -2.17 0.96 0.95
H -0.30 2.53 0.74
H 0.42 1.54 -0.57
H 0.04 0.87 2.39
H 0.59 -0.34 1.24
H 2.70 0.24 1.83
H 2.13 1.62 2.72
H 3.67 2.43 1.15
H 2.08 2.99 0.64
H 2.60 -1.83 -1.41
H 3.35 -1.48 -3.49
Cl -4.82 -3.81 -2.34
C -3.61 -5.10 -2.29
Cl -2.35 -4.77 -1.10
H -4.10 -6.03 -2.03
H -3.14 -5.17 -3.27
Cl -4.88 1.31 -0.14
C -5.10 1.34 -1.89
Cl -4.59 -0.15 -2.68
H -6.15 1.50 -2.10
H -4.51 2.15 -2.29
Cl -6.36 -0.31 -6.81
C -4.83 0.55 -6.97
Cl -4.59 1.74 -5.68
H -4.03 -0.18 -6.91
H -4.82 1.07 -7.92
Cl -6.50 2.64 -10.12
C -6.47 3.88 -8.86
Cl -7.21 3.33 -7.36
H -5.44 4.13 -8.66
H -7.01 4.75 -9.22
Cl -2.12 -7.85 0.38
C -0.43 -8.33 0.31
Cl 0.65 -6.97 -0.04
H -0.15 -8.75 1.27
H -0.31 -9.07 -0.48
Cl -3.28 5.56 -8.78
C -3.26 6.74 -7.46
Cl -4.08 6.14 -6.02
H -2.23 6.95 -7.21
H -3.77 7.63 -7.80
Cl 1.49 5.47 2.64
C 2.19 6.16 1.17
Cl 1.45 5.47 -0.28
H 2.02 7.23 1.17
H 3.25 5.94 1.16
Cl 8.10 -3.58 1.74
C 8.55 -2.55 0.38
Cl 7.84 -3.10 -1.15
H 8.19 -1.54 0.58
H 9.62 -2.56 0.28
Cl -3.36 5.55 3.40
C -2.17 6.30 4.48
Cl -2.80 7.75 5.27
H -1.91 5.58 5.25
H -1.31 6.58 3.90
Cl 7.01 -0.19 4.23
C 5.43 -0.03 3.44
Cl 4.24 -1.18 4.07
H 5.06 0.97 3.60
H 5.56 -0.22 2.38
Cl -0.12 4.57 6.52
C -0.42 3.54 7.93
Cl -2.12 3.11 8.09
H 0.16 2.63 7.82
H -0.12 4.09 8.82

HOMO energy	-9.047	eV
structure (SMILES)	CCCCCCCCCCCCCCCOC(=O)O[PH2]=S.ClCCl.ClCCl.ClCCl.ClCCl.ClCCl.ClCCl.ClCCl.ClCCl.ClCCl.ClCCl.ClCCl
largest force on an atom	1.19	eV/A
frontier orbital gap	9.28	eV
E_tot	-330652.0307	eV
spin multiplicity	1

Atom charges from the Löwdin analysis, given in e for atoms 1 to 8: number 1, C, carries -0.11; number 2, C, carries -0.26; number 3, C, carries -0.22; number 4, C, carries -0.19; number 5, C, carries -0.20; number 6, C, carries -0.20; number 7, C, carries -0.20; number 8, C, carries -0.22

***

6.
The following is a DFT calculation (ωB97M-V/def2-TZVPD) of 2 unconnected molecules or ions with the total composition C3H5NO2 at a distorted geometry.

Atoms and positions in Å:
C -1.53 0.01 -0.04
C 0.53 0.98 0.25
C 0.83 -0.42 -0.29
O -1.41 -0.70 0.97
O -0.79 1.28 -0.03
N 1.68 -1.25 -0.13
H -2.53 0.28 -0.43
H -0.52 -0.58 -0.92
H 1.80 -2.20 -0.44
H 0.74 0.90 1.32
H 1.19 1.69 -0.26

HOMO energy	-9.288	eV
largest force on an atom	4.25	eV/A
frontier orbital gap	9.17	eV
E_tot	-8773.2019	eV
relative energy (zero: lowest compared OMol25 entry of this formula, charge and spin)	4.493	eV
spin multiplicity	1

Atom charges from the Löwdin analysis, given in e for atoms 1 to 8: number 1, C, carries -0.38; number 2, C, carries -0.20; number 3, C, carries -0.18; number 4, O, carries -0.03; number 5, O, carries -0.10; number 6, N, carries 0.20; number 7, H, carries 0.14; number 8, H, carries 0.17

***

7.
The following is a DFT calculation (ωB97M-V/def2-TZVPD) of 7 unconnected molecules or ions with the total composition C25H36F3O15S at a distorted geometry.

Atoms and positions in Å:
C 0.54 -0.63 -0.55
F 1.42 -1.30 -1.30
F -0.68 -1.10 -0.82
F 0.79 -0.97 0.74
S 0.68 1.18 -0.81
O 0.38 1.26 -2.23
O -0.37 1.76 0.02
O 2.02 1.52 -0.46
O -3.42 -2.45 3.46
C -2.97 -1.44 3.00
O -3.70 -0.61 2.24
C -2.94 0.53 1.77
C -1.69 0.55 2.66
C -1.57 -0.88 3.16
H -3.54 1.43 1.87
H -2.68 0.40 0.72
H -1.80 1.27 3.46
H -0.85 0.91 2.06
H -1.22 -0.87 4.20
H -0.84 -1.50 2.63
O 3.75 0.89 2.07
C 3.50 -0.24 2.34
O 3.72 -1.29 1.48
C 3.18 -2.51 2.02
C 2.38 -2.13 3.26
C 3.03 -0.81 3.67
H 4.00 -3.18 2.27
H 2.60 -2.98 1.22
H 2.45 -2.92 4.01
H 1.32 -1.97 3.08
H 3.91 -0.93 4.30
H 2.39 -0.08 4.16
O -2.44 -6.88 -1.32
C -1.61 -6.03 -1.24
O -1.54 -5.19 -0.18
C -0.66 -4.09 -0.48
C 0.28 -4.59 -1.58
C -0.52 -5.69 -2.26
H -0.12 -3.72 0.38
H -1.30 -3.32 -0.90
H 1.24 -4.95 -1.23
H 0.52 -3.75 -2.24
H 0.03 -6.63 -2.36
H -0.92 -5.41 -3.23
O -3.32 -3.57 -3.75
C -2.53 -2.70 -3.97
O -1.20 -2.91 -3.96
C -0.47 -1.67 -4.24
C -1.48 -0.56 -4.00
C -2.82 -1.24 -4.30
H -0.17 -1.77 -5.29
H 0.39 -1.56 -3.59
H -1.31 0.33 -4.60
H -1.44 -0.22 -2.97
H -3.09 -1.14 -5.35
H -3.64 -0.90 -3.67
O 2.66 3.89 1.54
C 1.75 3.73 2.29
O 1.83 2.87 3.37
C 0.66 2.93 4.18
C -0.32 3.91 3.52
C 0.36 4.33 2.22
H 0.95 3.29 5.17
H 0.27 1.92 4.32
H -0.48 4.77 4.17
H -1.32 3.49 3.39
H 0.39 5.41 2.12
H -0.08 3.91 1.31
O 2.96 4.83 -1.42
C 1.86 4.69 -1.86
O 0.74 4.93 -1.13
C -0.45 4.59 -1.87
C 0.00 4.32 -3.32
C 1.50 4.10 -3.21
H -1.17 5.41 -1.92
H -0.87 3.71 -1.39
H -0.25 5.15 -3.97
H -0.52 3.44 -3.71
H 2.10 4.59 -3.98
H 1.79 3.06 -3.15

HOMO energy	-7.064	eV
largest force on an atom	1.52	eV/A
total charge	-1
frontier orbital gap	9.55	eV
E_tot	-76213.4527	eV
relative energy (zero: lowest compared OMol25 entry of this formula, charge and spin)	0.000	eV
spin multiplicity	1

Atom charges from the Löwdin analysis, given in e for atoms 1 to 8: number 1, C, carries -0.64; number 2, F, carries 0.13; number 3, F, carries 0.11; number 4, F, carries 0.10; number 5, S, carries 0.47; number 6, O, carries -0.32; number 7, O, carries -0.32; number 8, O, carries -0.25

***

8.
The following is a DFT calculation (ωB97M-V/def2-TZVPD) of a gas-phase ion, C3HOS (charge -1) at a distorted geometry.

Atoms and positions in Å:
C -0.59 1.43 -0.08
C -0.02 0.40 -0.03
C 0.50 -0.95 0.23
O 1.68 -1.24 0.44
S -0.74 -2.02 -0.12
H -0.82 2.38 -0.45

HOMO energy	-3.163	eV
structure (SMILES)	C#CC([O-])=S
largest force on an atom	2.44	eV/A
total charge	-1
frontier orbital gap	7.20	eV
E_tot	-16009.1026	eV
relative energy (zero: lowest compared OMol25 entry of this formula, charge and spin)	0.175	eV
spin multiplicity	1

Electronic structure analysis, Löwdin charges in units of e: number 1, C, carries 0.05; number 2, C, carries -0.23; number 3, C, carries -1.11; number 4, O, carries -0.12; number 5, S, carries 0.43; number 6, H, carries -0.01